The following is a quantum chemistry calculation of a structure of composition C26H36BN6RuSe4Te, from the OMol25 dataset.

Each line ends with the Löwdin spin population.
Atoms and positions in Å:
Ru (0.260, 0.523, 0.027)  0.69
C (3.172, -1.458, -0.850)  0.00
C (3.609, -0.687, 0.398)  0.00
C (5.036, -1.055, 0.793)  0.00
C (2.646, -0.940, 1.522)  0.00
C (2.846, -1.692, 2.688)  0.00
C (1.617, -1.724, 3.309)  0.00
N (0.751, -1.018, 2.574)  0.00
N (1.373, -0.531, 1.486)  0.00
B (-0.770, -1.071, 2.559)  0.00
N (-1.316, 0.352, 2.526)  0.00
C (-2.176, 0.945, 3.353)  0.01
C (-2.387, 2.234, 2.908)  0.00
C (-1.611, 2.368, 1.749)  0.00
N (-0.930, 1.222, 1.557)  0.00
C (-1.576, 3.556, 0.839)  0.01
C (-1.963, 4.835, 1.582)  0.00
C (-2.486, 3.354, -0.373)  0.00
N (-1.179, -1.806, 1.264)  0.00
C (-1.772, -3.004, 1.186)  0.01
C (-1.764, -3.408, -0.134)  0.00
C (-1.123, -2.367, -0.825)  0.01
N (-0.775, -1.402, 0.033)  0.01
C (-0.889, -2.318, -2.303)  0.00
C (-0.405, -3.672, -2.819)  0.00
C (-2.152, -1.858, -3.036)  0.00
H (3.849, -1.250, -1.680)  0.00
H (2.164, -1.176, -1.167)  0.00
H (3.179, -2.533, -0.655)  0.00
H (3.580, 0.380, 0.164)  0.01
H (5.122, -2.124, 1.004)  0.00
H (5.363, -0.503, 1.674)  0.00
H (5.719, -0.825, -0.025)  0.00
H (3.760, -2.148, 3.022)  0.00
H (1.293, -2.208, 4.216)  0.00
H (-1.195, -1.657, 3.516)  0.00
H (-2.582, 0.404, 4.191)  0.00
H (-3.039, 2.972, 3.339)  0.00
H (-0.554, 3.672, 0.481)  0.01
H (-3.006, 4.805, 1.905)  0.00
H (-1.852, 5.692, 0.917)  0.00
H (-1.333, 5.000, 2.458)  0.00
H (-3.529, 3.255, -0.055)  0.00
H (-2.200, 2.468, -0.943)  0.00
H (-2.414, 4.218, -1.036)  0.00
H (-2.147, -3.484, 2.074)  0.00
H (-2.160, -4.321, -0.544)  0.00
H (-0.099, -1.595, -2.493)  0.00
H (-1.162, -4.446, -2.676)  0.00
H (0.508, -3.989, -2.313)  0.00
H (-0.199, -3.607, -3.889)  0.00
H (-2.938, -2.615, -2.962)  0.00
H (-1.937, -1.692, -4.093)  0.00
H (-2.535, -0.924, -2.616)  0.00
Se (1.771, 2.315, 0.383)  0.24
Se (2.684, 2.937, -1.686)  0.02
Se (0.687, 3.111, -2.846)  0.01
Se (-0.198, 1.008, -2.290)  -0.01
C (-4.347, 0.920, -2.312)  0.00
Te (-4.009, 0.276, -0.304)  0.00
C (-4.893, -1.567, -0.929)  0.00
C (-5.507, -1.308, -2.281)  0.00
C (-6.321, -2.265, -2.886)  0.00
C (-6.870, -2.039, -4.136)  0.00
C (-6.606, -0.846, -4.800)  0.00
C (-5.796, 0.106, -4.208)  0.00
C (-5.242, -0.114, -2.947)  0.00
H (-3.387, 0.989, -2.826)  0.00
H (-4.809, 1.905, -2.307)  0.00
H (-5.635, -1.889, -0.200)  0.00
H (-4.116, -2.330, -0.993)  0.00
H (-6.526, -3.193, -2.365)  0.00
H (-7.504, -2.789, -4.591)  0.00
H (-7.033, -0.660, -5.777)  0.00
H (-5.589, 1.037, -4.723)  0.00

- spin multiplicity = 2
- total charge = 0
- DFT total energy (hartree) = -11334.5380
- energy relative to the best compared isomer or geometry (same formula, charge and spin) (kcal per mole) = 1.90
- LUMO energy (alpha / beta) (eV) = -0.5 / -1.5
- HOMO-LUMO gap (alpha / beta) (eV) = 7.0 / 6.0
- <S²> = 0.761